1.
The following is a quantum chemistry calculation of a cluster of 6 separate species, C18H39N2O15 in total, from the OMol25 dataset.

The charge is +1. The calculation puts the LUMO energy at -0.1453 hartree.

Geometry (Å):
C  2.15278  -0.20396  0.27798
C  3.40246  -0.53243  -0.46492
N  3.55053  -1.66369  -0.98660
C  4.49175  0.50278  -0.63633
N  3.92659  1.72268  -1.37428
H  2.17622  0.80025  0.68678
H  1.33738  -0.27509  -0.43113
H  1.96719  -0.92706  1.05504
H  4.44189  -1.73463  -1.47234
H  5.28038  0.11035  -1.25536
H  4.94506  0.81687  0.29528
H  4.24046  2.59443  -0.94796
H  2.90435  1.69847  -1.38080
H  4.23014  1.69318  -2.34795
C  0.04901  -0.91196  -3.73941
O  -1.29867  -0.46792  -3.62899
C  -1.47399  0.80801  -3.98894
O  -0.59891  1.55274  -4.35808
O  -2.75753  1.10937  -3.84903
C  -3.09689  2.45837  -4.19861
H  0.07902  -1.94901  -3.41759
H  0.39338  -0.85471  -4.76964
H  0.70178  -0.33079  -3.08595
H  -2.86877  2.65100  -5.24437
H  -2.56942  3.16326  -3.55972
H  -4.16532  2.55556  -4.03593
C  4.26645  -4.83137  -7.39474
O  3.61414  -3.72313  -6.76313
C  3.08641  -2.84363  -7.61538
O  3.12278  -2.90667  -8.81380
O  2.50642  -1.87105  -6.90141
C  1.89545  -0.85126  -7.69744
H  4.64491  -5.46130  -6.59543
H  3.56108  -5.39731  -7.99886
H  5.09502  -4.48845  -8.01058
H  1.10546  -1.26796  -8.31848
H  2.63341  -0.34923  -8.31966
H  1.46074  -0.13212  -7.00738
C  -3.16310  -0.01575  -1.01343
O  -3.60416  -0.15646  0.33841
C  -4.39431  0.83811  0.75457
O  -4.71875  1.79491  0.09867
O  -4.74947  0.59018  2.01192
C  -5.60886  1.57893  2.59237
H  -2.53299  -0.87221  -1.23072
H  -4.00666  -0.01269  -1.69760
H  -2.58443  0.89910  -1.13172
H  -6.54187  1.64936  2.03790
H  -5.11507  2.54812  2.61975
H  -5.81974  1.25488  3.60726
C  5.51265  -2.23260  2.02938
O  6.55933  -1.75880  2.87002
C  6.13192  -0.99730  3.88496
O  4.98711  -0.67279  4.07614
O  7.18292  -0.65010  4.61570
C  6.87798  0.17034  5.75079
H  5.97934  -2.81566  1.23963
H  4.82494  -2.86944  2.58147
H  4.97113  -1.39673  1.58843
H  6.21440  -0.35381  6.43454
H  6.42690  1.10894  5.43569
H  7.82271  0.37070  6.24576
C  -6.30250  -0.20756  7.95803
O  -6.93738  0.91571  8.57136
C  -7.41975  1.81384  7.71271
O  -7.35638  1.74727  6.51117
O  -7.98485  2.79576  8.41263
C  -8.55523  3.83803  7.61759
H  -5.96322  -0.84755  8.76695
H  -7.00702  -0.75467  7.33476
H  -5.44712  0.11077  7.36495
H  -9.34618  3.44665  6.98112
H  -7.79117  4.32067  7.01136
H  -8.97423  4.55926  8.31261

Charges computed using Löwdin, reported in e:
1 C -0.015
2 C -0.458
3 N 0.193
4 C -0.071
5 N 0.227
6 H 0.084
7 H 0.082
8 H 0.100
9 H 0.070
10 H 0.126
11 H 0.136
12 H 0.176
13 H 0.161
14 H 0.176
15 C -0.034
16 O -0.001
17 C -0.625
18 O 0.111
19 O -0.006
20 C -0.016
21 H 0.102
22 H 0.087
23 H 0.076
24 H 0.100
25 H 0.099
26 H 0.101
27 C -0.033
28 O -0.003
29 C -0.623
30 O 0.137
31 O -0.014
32 C -0.040
33 H 0.093
34 H 0.100
35 H 0.099
36 H 0.102
37 H 0.099
38 H 0.081
39 C -0.049
40 O 0.007
41 C -0.622
42 O 0.121
43 O 0.007
44 C -0.027
45 H 0.089
46 H 0.102
47 H 0.092
48 H 0.100
49 H 0.097
50 H 0.091
51 C -0.042
52 O 0.009
53 C -0.622
54 O 0.117
55 O 0.014
56 C -0.026
57 H 0.099
58 H 0.108
59 H 0.060
60 H 0.101
61 H 0.096
62 H 0.097
63 C -0.040
64 O 0.007
65 C -0.623
66 O 0.112
67 O 0.008
68 C -0.038
69 H 0.094
70 H 0.098
71 H 0.095
72 H 0.098
73 H 0.096
74 H 0.094

=====

2.
The following is a quantum chemistry calculation of a cluster of 2 separate species, C18H39N3O5 in total in a non-equilibrium geometry, from the OMol25 dataset.

The calculation puts the LUMO energy at 0.0249 hartree. Its SMILES is CNC(=O)[C@H](CC(C)C)NC(C)=O.COCCOC[C@@H](C)OC[C@@H](C)N.

Geometry (Å):
O  3.80566  4.76897  -1.49701
O  -1.02713  5.93979  0.20405
O  3.79126  -4.36192  2.69996
O  0.57337  -3.67196  1.13287
O  -1.53249  -2.83919  -0.72036
C  2.59528  4.90165  -1.41869
C  0.00249  5.34698  0.49732
N  0.72027  5.78558  1.54037
N  -1.77499  -1.99234  -3.69730
N  1.88379  4.08230  -0.64657
C  3.50447  -5.29060  3.75474
C  1.90492  6.00240  -2.19962
C  1.95112  5.23956  2.11469
C  -3.10087  -2.90937  1.11851
C  -3.68721  -1.67212  -2.24158
C  -0.14628  0.32438  0.07029
C  -1.09920  1.69068  -1.76192
C  2.81127  -4.35409  1.65092
C  1.68436  -3.38113  1.98367
C  -0.62908  -2.99813  1.52233
C  -2.09240  -3.59789  -1.80757
C  -1.75840  -3.40759  0.57914
C  -2.76043  -2.70928  -2.87461
C  0.01734  1.62003  -0.71759
C  -0.01911  2.81859  0.25103
C  0.44014  4.14935  -0.37684
H  0.32206  6.59377  1.99418
H  -1.09729  -2.63002  -4.11335
H  -2.22884  -1.42093  -4.40899
H  2.41792  3.36772  -0.17981
H  4.21520  -5.14804  4.57401
H  3.59749  -6.31924  3.39209
H  2.49365  -5.14797  4.14870
H  1.17874  5.56545  -2.88180
H  1.40805  6.68540  -1.51466
H  2.65325  6.54912  -2.77089
H  2.80338  5.47835  1.47501
H  1.87516  4.15800  2.22968
H  2.12471  5.67976  3.09748
H  -3.11471  -1.81563  1.15304
H  -3.27406  -3.29425  2.12785
H  -3.92033  -3.25025  0.48023
H  -4.20662  -1.10514  -3.01933
H  -3.11917  -0.96857  -1.62458
H  -4.43697  -2.16193  -1.61446
H  -0.11164  -0.52459  -0.61533
H  0.66591  0.22043  0.78873
H  -1.10407  0.31793  0.59031
H  -1.08247  0.78852  -2.37603
H  -2.07065  1.76477  -1.27357
H  -0.95301  2.54995  -2.41375
H  3.27989  -4.05526  0.70839
H  2.39768  -5.35859  1.50965
H  1.39180  -3.49281  3.03194
H  2.02641  -2.35197  1.83386
H  -0.49200  -1.91523  1.49390
H  -0.89261  -3.27825  2.54724
H  -1.29794  -4.18799  -2.27451
H  -2.84644  -4.30150  -1.43978
H  -1.77706  -4.50213  0.52867
H  -3.35564  -3.36233  -3.52344
H  0.98018  1.58451  -1.22701
H  0.61720  2.60081  1.10895
H  -1.03974  2.93254  0.62081
H  -0.08557  4.27093  -1.32366

Charges computed using Löwdin, reported in e:
1 O 0.033
2 O 0.042
3 O -0.195
4 O -0.131
5 O -0.126
6 C -0.556
7 C -0.479
8 N 0.042
9 N 0.030
10 N 0.101
11 C -0.101
12 C 0.020
13 C -0.058
14 C -0.034
15 C -0.063
16 C -0.088
17 C -0.065
18 C -0.186
19 C -0.189
20 C -0.160
21 C -0.161
22 C -0.361
23 C -0.427
24 C -0.419
25 C -0.119
26 C -0.210
27 H 0.142
28 H 0.072
29 H 0.073
30 H 0.147
31 H 0.088
32 H 0.085
33 H 0.078
34 H 0.085
35 H 0.082
36 H 0.087
37 H 0.080
38 H 0.073
39 H 0.087
40 H 0.086
41 H 0.083
42 H 0.071
43 H 0.076
44 H 0.069
45 H 0.072
46 H 0.080
47 H 0.075
48 H 0.084
49 H 0.069
50 H 0.085
51 H 0.070
52 H 0.129
53 H 0.123
54 H 0.116
55 H 0.127
56 H 0.108
57 H 0.130
58 H 0.123
59 H 0.122
60 H 0.148
61 H 0.127
62 H 0.133
63 H 0.107
64 H 0.133
65 H 0.135

=====

3.
The following is a quantum chemistry calculation of a cluster of 3 separate species, C18H40Cl2N2O4 in total in a non-equilibrium geometry, from the OMol25 dataset.

The calculation puts the LUMO energy at 0.0112 hartree. Its SMILES is CC(C)CCC(=O)OC[C@@H](Cl)[C@H](C)Cl.COC[C@@H](C)N.COC[C@@H](C)N.

Geometry (Å):
C  4.30516  -2.23845  2.87654
C  3.77685  -1.86817  1.36883
C  3.34480  -3.29985  0.64997
C  2.61482  -0.71298  1.30479
C  1.54766  -0.73104  2.55067
C  0.08298  -0.11991  2.05270
O  -0.48412  0.80768  2.87040
O  -0.59371  -0.47181  0.79494
C  -1.94977  -0.99839  1.01354
C  -1.91358  -2.63269  0.84491
Cl  -0.18678  -3.21030  0.39512
C  -2.48803  -3.46930  2.13397
C  -1.80267  -3.08178  3.57375
Cl  -2.02926  -5.27417  1.81178
H  5.40009  -2.69535  2.75408
H  3.65165  -3.11199  3.33306
H  4.40852  -1.32870  3.60527
H  4.71471  -1.44571  0.76504
H  2.78739  -3.11588  -0.38695
H  4.31459  -3.95088  0.41229
H  2.63045  -3.90836  1.38680
H  3.12549  0.33967  1.27887
H  2.00789  -0.81141  0.28653
H  1.46080  -1.75314  3.11610
H  1.96177  0.04814  3.35477
H  -2.44988  -0.68582  2.02417
H  -2.64877  -0.55607  0.15287
H  -2.59861  -2.91683  -0.08206
H  -3.66717  -3.41071  2.22490
H  -2.64823  -3.15477  4.41171
H  -1.28859  -2.02565  3.59878
H  -1.00267  -3.90951  3.88638
C  1.13061  -0.71473  -4.74907
C  -0.03728  -1.69700  -4.79923
C  -1.38904  -1.07303  -4.38208
O  -1.54142  -0.88441  -2.97221
C  -0.90907  0.28117  -2.46593
N  0.29028  -2.87095  -3.97696
H  1.48363  -0.53021  -3.73061
H  1.98376  -1.10908  -5.31225
H  0.85488  0.24681  -5.19472
H  -0.13631  -2.02510  -5.84107
H  -2.18498  -1.77021  -4.67235
H  -1.58606  -0.13851  -4.92152
H  -0.93757  1.11005  -3.17588
H  0.12023  0.05319  -2.18213
H  -1.43727  0.58583  -1.55719
H  -0.44406  -3.56926  -4.09772
H  0.19779  -2.59038  -2.99623
C  -0.59201  5.88056  1.52118
C  -0.41037  4.41674  1.12678
C  -0.55213  4.16281  -0.39178
O  -1.90078  4.17727  -0.86874
C  -2.42884  5.47580  -1.09169
N  -1.35118  3.59332  1.90037
H  -1.64107  6.18942  1.52612
H  -0.20761  6.05248  2.53273
H  -0.04426  6.54166  0.84138
H  0.60950  4.13154  1.41211
H  -0.17828  3.15252  -0.60006
H  0.07283  4.84921  -0.97608
H  -1.67146  6.17555  -1.45033
H  -2.89624  5.84975  -0.17863
H  -3.21371  5.39694  -1.85023
H  -1.15449  2.60962  1.71293
H  -2.28181  3.73471  1.49658

Charges computed using Löwdin, reported in e:
1 C -0.132
2 C -0.388
3 C -0.137
4 C -0.180
5 C -0.093
6 C -0.229
7 O -0.045
8 O -0.181
9 C -0.175
10 C -0.568
11 Cl 0.566
12 C -0.638
13 C -0.145
14 Cl 0.465
15 H 0.091
16 H 0.082
17 H 0.082
18 H 0.136
19 H 0.073
20 H 0.090
21 H 0.073
22 H 0.119
23 H 0.111
24 H 0.123
25 H 0.137
26 H 0.141
27 H 0.149
28 H 0.125
29 H 0.127
30 H 0.097
31 H 0.072
32 H 0.082
33 C -0.076
34 C -0.429
35 C -0.197
36 O -0.199
37 C -0.104
38 N 0.038
39 H 0.063
40 H 0.077
41 H 0.078
42 H 0.134
43 H 0.120
44 H 0.117
45 H 0.093
46 H 0.074
47 H 0.071
48 H 0.073
49 H 0.058
50 C -0.077
51 C -0.425
52 C -0.197
53 O -0.199
54 C -0.110
55 N 0.048
56 H 0.063
57 H 0.077
58 H 0.076
59 H 0.135
60 H 0.113
61 H 0.117
62 H 0.089
63 H 0.073
64 H 0.087
65 H 0.037
66 H 0.073

=====

4.
The following is a quantum chemistry calculation of a structure of composition C18H40KNOS2SbSi in a non-equilibrium geometry, from the OMol25 dataset.

The charge is -1. Its energy relative to the best compared isomer or geometry (same formula, charge and spin) is 100.2 kJ/mol. The calculation puts the LUMO energy at 0.0774 hartree.

Geometry (Å):
K  0.15060  0.37540  -1.74625
C  -2.14094  -0.20647  3.64797
C  -2.15537  -1.61123  3.06796
C  -1.91937  -2.62625  4.17549
Sb  -0.81412  -1.71915  1.25890
C  -1.95865  -3.38220  0.36169
C  -3.24786  -2.80809  -0.18954
C  -2.25506  -4.55939  1.26558
C  0.75023  -2.96115  2.22498
C  1.60627  -2.16231  3.19442
C  1.60515  -3.60134  1.14842
H  -2.91647  -0.09489  4.40965
H  -2.31565  0.53867  2.87452
H  -1.17953  0.00657  4.10871
H  -3.14935  -1.78551  2.64218
H  -0.97263  -2.43958  4.67690
H  -1.91173  -3.64788  3.80482
H  -2.71555  -2.54344  4.92020
H  -1.34393  -3.71621  -0.47154
H  -3.87587  -2.42370  0.61430
H  -3.82392  -3.56455  -0.72359
H  -3.01477  -2.00333  -0.88139
H  -2.94187  -4.26359  2.05647
H  -1.34462  -4.96453  1.70436
H  -2.73343  -5.35508  0.69009
H  0.23213  -3.74141  2.79137
H  2.19156  -1.40582  2.67360
H  2.30238  -2.82077  3.72242
H  0.99077  -1.65685  3.93665
H  2.19962  -2.84708  0.63502
H  0.98262  -4.10237  0.41156
H  2.28771  -4.33721  1.57970
S  -0.53405  -3.98607  -3.70481
C  -0.58167  -2.74663  -2.70183
N  -0.63311  -1.84682  -1.95307
C  2.51106  0.54112  0.07365
Si  2.01249  2.38332  0.25216
C  2.78611  2.78036  1.99215
C  3.15890  3.28101  -0.99317
C  0.25377  2.67263  -0.16002
H  3.56616  0.38856  0.29436
H  2.32531  0.17345  -0.93417
H  1.94554  -0.06275  0.78033
H  3.77013  2.34273  2.14838
H  2.13215  2.39106  2.76975
H  2.87187  3.85244  2.15056
H  4.20680  3.03242  -0.85801
H  3.06907  4.35842  -0.91121
H  2.87516  2.99981  -2.00346
H  0.04809  3.74722  -0.25600
H  -0.41502  2.30677  0.63485
O  0.51648  1.41149  -3.77012
S  -0.52822  2.17252  -4.45904
C  0.38012  3.35152  -5.57275
C  0.62705  4.60373  -4.75623
C  -0.67675  4.85709  -4.01110
C  -1.02562  3.54637  -3.33052
H  -0.26061  3.54277  -6.43320
H  1.28739  2.84554  -5.89169
H  0.91223  5.45044  -5.38398
H  1.42623  4.41655  -4.03796
H  -1.45761  5.12971  -4.72585
H  -0.57624  5.66794  -3.29043
H  -2.09120  3.44360  -3.14310
H  -0.47040  3.38238  -2.40010

Charges computed using Löwdin, reported in e:
1 K 0.630
2 C -0.185
3 C -0.567
4 C -0.160
5 Sb 1.525
6 C -0.586
7 C -0.176
8 C -0.151
9 C -0.591
10 C -0.158
11 C -0.158
12 H 0.066
13 H 0.056
14 H 0.063
15 H 0.062
16 H 0.058
17 H 0.043
18 H 0.071
19 H 0.042
20 H 0.055
21 H 0.076
22 H 0.046
23 H 0.057
24 H 0.058
25 H 0.075
26 H 0.063
27 H 0.057
28 H 0.074
29 H 0.048
30 H 0.068
31 H 0.060
32 H 0.072
33 S 0.434
34 C -1.079
35 N -0.160
36 C -0.234
37 Si 0.361
38 C -0.211
39 C -0.199
40 C -0.368
41 H 0.029
42 H -0.025
43 H -0.021
44 H 0.004
45 H 0.003
46 H 0.001
47 H 0.012
48 H 0.009
49 H 0.003
50 H -0.070
51 H -0.075
52 O -0.687
53 S 0.928
54 C -0.302
55 C -0.246
56 C -0.243
57 C -0.302
58 H 0.082
59 H 0.089
60 H 0.110
61 H 0.113
62 H 0.107
63 H 0.114
64 H 0.086
65 H 0.044